[1]
49
Properties=species:S:1:pos:R:3:forces:R:3 method="wB97M-V/def2-TZVPD" total_charge=-2 de_lowest_kcal_mol=35.84 orbital_gap_ev="6.05 / 6.03"
Pt -0.447850 0.023110 -0.101759 -0.294 -0.531 0.056
O -2.412243 -0.120181 -1.080856 0.249 0.370 -0.163
C -3.310046 -0.962642 -0.737622 -0.080 -0.132 0.021
C -4.682581 -0.616555 -0.940978 0.081 -0.026 -0.102
C -5.710540 -1.483557 -0.681079 -0.023 -0.090 0.065
C -5.459322 -2.770710 -0.179543 0.046 0.137 -0.072
C -4.148706 -3.122584 0.058266 -0.037 0.004 0.032
C -3.074167 -2.259786 -0.185410 0.195 -0.016 0.153
C -1.713298 -2.718236 0.097777 -0.197 0.021 -0.314
N -0.582962 -2.056674 -0.087072 0.220 -0.098 0.409
C 0.461071 -2.893620 0.254356 -0.033 0.022 -0.123
C -0.042301 -4.083469 0.650861 -0.144 0.023 -0.033
N -1.415944 -3.961041 0.542459 0.085 -0.168 0.039
H -4.867182 0.379326 -1.324023 -0.011 -0.006 -0.006
H -6.732926 -1.165953 -0.858584 0.003 0.004 0.000
H -6.264461 -3.464749 0.020890 -0.011 0.005 0.008
H -3.960983 -4.118654 0.446779 0.005 0.015 0.039
H 1.488305 -2.582400 0.173713 -0.058 0.025 0.042
H 0.433249 -4.981002 1.000990 -0.009 -0.006 -0.001
H -2.093538 -4.645782 0.816352 0.019 -0.017 -0.043
F 2.262819 -1.422937 2.594853 0.060 -0.007 0.052
C 3.236961 -0.567124 2.282874 -0.091 -0.007 0.096
F 4.375042 -1.000223 2.841387 0.025 -0.013 0.070
F 2.946450 0.624920 2.776089 -0.032 0.005 0.011
S 3.399329 -0.541101 0.458849 0.141 0.150 -0.412
O 2.105163 -0.120768 -0.028928 0.081 0.019 0.009
O 3.821132 -1.869570 0.094567 -0.055 0.086 0.110
N 4.488387 0.592370 0.365625 -0.152 -0.146 -0.113
S 5.319560 0.983213 -0.909224 0.018 -0.099 0.277
O 6.158638 2.097059 -0.568419 0.065 -0.112 -0.084
O 5.871257 -0.120751 -1.645464 0.016 0.120 0.036
C 4.083374 1.704747 -2.068203 -0.128 0.014 -0.016
F 4.738455 2.346622 -3.048334 -0.028 0.039 -0.081
F 3.329954 0.757300 -2.626165 0.019 0.005 -0.002
F 3.285365 2.575224 -1.455422 0.035 0.051 -0.028
F -0.316883 2.716718 1.949218 -0.018 -0.080 0.076
C -0.296156 2.999070 0.645927 0.070 0.168 -0.092
C -0.322238 2.002214 -0.317920 -0.166 0.123 -0.085
C -0.272967 2.460083 -1.629332 0.016 0.112 -0.077
F -0.277300 1.586309 -2.658195 -0.012 -0.021 0.041
C -0.214204 3.795858 -1.980267 0.006 -0.035 -0.052
F -0.172407 4.178769 -3.271984 0.004 0.000 0.014
C -0.198981 4.751534 -0.986955 0.011 0.138 -0.016
F -0.141682 6.061471 -1.302184 -0.002 -0.043 0.019
C -0.236991 4.349624 0.331155 0.010 -0.001 0.030
F -0.216139 5.283479 1.300335 -0.003 -0.003 -0.003
Se -1.299911 -0.401409 2.413146 0.129 0.138 0.289
C -0.644217 0.597492 3.815176 -0.050 -0.143 -0.112
N -0.275385 1.184964 4.742276 0.024 0.009 0.036



[2]
38
Properties=species:S:1:pos:R:3:forces:R:3 method="wB97M-V/def2-TZVPD" orbital_gap_ev=8.57
O -0.853543 -1.714795 -1.789192 2.643 -0.647 2.151
O 1.219847 2.094765 0.701530 -2.908 0.968 -0.374
O 2.484051 -4.209142 -3.990179 0.948 0.362 -0.968
O -0.543307 2.972585 4.612528 -0.616 -0.498 0.013
Br -2.747780 -6.689314 -0.203451 0.768 0.750 -0.651
Br 1.219061 7.620833 -0.170540 -0.504 -0.977 1.670
Br -1.424147 -4.044070 1.090625 0.347 0.901 0.235
Br -0.163080 5.129742 -1.517368 -0.225 -1.094 0.876
O 2.619537 -2.657755 -2.319404 -1.150 -1.663 -0.813
O -2.123219 2.285750 3.200409 0.087 0.060 -0.396
O 0.775567 -2.824791 -0.621596 0.549 0.108 0.322
O -1.014400 2.800826 0.493689 1.459 -0.996 -0.084
C 0.079294 -1.736719 -0.955798 -3.102 1.443 -2.573
C 0.065922 1.945143 0.285585 3.482 -1.211 1.023
C 2.046114 -3.756557 -2.981431 -0.111 -0.455 0.297
C -1.126190 3.058371 3.555856 2.526 3.073 -1.273
C 0.455126 -0.485418 -0.258284 1.077 2.350 1.821
C -0.197120 0.696771 -0.465225 -0.346 -1.179 0.250
C -0.869206 -6.276956 -2.314970 0.096 3.378 1.023
C 0.429132 6.348974 2.461482 -1.502 -4.298 -3.519
C 0.147872 -5.540727 -2.986450 0.108 -3.443 -1.896
C -0.110157 5.320124 3.229211 -0.549 -1.220 -3.446
C -1.353306 -5.643682 -1.111152 -0.642 -4.380 -2.025
C 0.487323 6.195217 1.001462 -0.460 0.274 1.841
C -0.759510 -4.568011 -0.585617 -0.133 0.564 1.397
C -0.068528 5.040916 0.428090 0.304 0.529 -1.219
C 0.331951 -3.989193 -1.207061 -0.551 -0.208 -0.157
C -0.581473 3.917775 1.147563 0.456 3.671 2.051
C 0.861500 -4.515399 -2.391164 -0.263 2.971 1.889
C -0.635689 4.146813 2.557961 -0.236 -1.048 0.337
H 3.381809 -2.400484 -2.861696 -0.103 -0.145 -0.100
H -2.003927 1.740732 3.970247 -1.207 -1.815 0.894
H 1.295032 -0.421817 0.534601 -1.433 -0.569 -1.478
H -1.000748 0.839229 -1.138823 -0.784 -0.624 -0.854
H -1.420286 -7.132354 -2.682741 0.413 0.100 -0.304
H 0.787012 7.093019 3.004048 1.782 3.761 1.569
H 0.455945 -5.979032 -4.014004 -0.221 1.096 1.893
H -0.146480 5.338629 4.291258 0.000 0.113 0.576



[3]
39
Properties=species:S:1:pos:R:3:forces:R:3 method="wB97M-V/def2-TZVPD" total_charge=-3 de_lowest_kcal_mol=120.56 orbital_gap_ev=3.15
O -9.575090 18.658620 5.465710 0.301 -0.286 1.940
V -9.693090 19.306150 4.062260 -2.227 -3.910 -6.521
O -9.034800 20.708020 3.982570 0.961 1.880 0.553
C -12.407910 17.625320 -0.314500 0.525 3.733 -2.509
C -11.994320 18.650800 -1.267620 0.368 -1.519 -0.106
C -11.267090 19.958120 -0.622190 0.400 -0.224 0.601
O -10.686310 20.771740 -1.333660 -0.994 -0.646 0.744
C -11.224040 20.030560 0.907860 0.141 1.076 -2.926
C -11.807390 19.144310 1.693870 0.264 -1.708 -0.336
C -12.354320 17.866440 1.042490 -0.621 -4.681 1.978
O -12.608790 16.773970 1.714110 0.134 3.191 0.540
O -11.681890 19.237830 2.984140 1.435 -0.269 3.016
O -11.987520 18.482160 -2.513130 -0.226 0.934 1.383
H -12.743840 16.664140 -0.674640 0.096 0.038 0.053
H -10.658320 20.774320 1.449340 0.254 0.543 -0.503
C -8.006880 18.697340 0.728840 1.171 -1.363 -2.580
C -8.357130 17.537740 1.370210 -1.329 3.107 1.018
C -8.684670 16.258610 0.623320 -2.511 -4.105 1.415
O -9.271580 15.233440 1.186700 1.795 2.443 0.482
C -8.538800 16.144790 -0.736020 1.513 3.130 -1.414
C -8.159800 17.336460 -1.493010 -0.242 -2.671 0.405
C -7.870770 18.640260 -0.734490 -0.875 1.179 -0.168
O -7.756090 19.621040 -1.470210 0.726 0.107 0.885
O -8.072770 17.349220 -2.719500 0.265 0.166 -0.472
O -8.713040 17.739590 2.619930 -0.797 -0.332 2.342
H -7.865130 19.644940 1.227210 -0.217 -0.008 0.140
H -8.834540 15.234470 -1.236290 -0.061 0.084 -0.002
F -11.287150 20.671550 5.834340 -0.098 -1.809 -2.079
C -11.324240 21.674720 6.616320 -0.083 1.628 2.250
C -10.596820 22.830540 6.365840 -0.918 0.765 -0.245
C -10.680520 23.896830 7.268610 -1.670 -1.119 0.875
C -11.419780 23.740290 8.489170 1.321 -1.296 -1.492
C -12.089380 22.492070 8.717550 0.770 2.337 0.559
C -12.095380 21.512270 7.771270 0.566 -0.183 -0.456
H -10.175810 22.988760 5.383950 0.391 -0.332 0.007
H -10.331090 24.870530 6.958450 0.477 0.010 0.274
H -11.173390 24.491220 9.225240 -0.857 0.042 0.400
H -12.586300 22.305090 9.658040 -0.103 0.134 0.134
H -12.594580 20.572280 7.954640 -0.043 -0.066 -0.185



[4]
42
Properties=species:S:1:pos:R:3:forces:R:3 method="wB97M-V/def2-TZVPD" total_charge=-1 de_lowest_kcal_mol=0.00 orbital_gap_ev=4.61
Pd -0.745861 -0.658977 1.133576 -0.177 0.099 0.410
N 2.053415 0.197063 4.308910 0.200 -0.165 -0.198
C 1.326863 -0.087582 3.190306 -1.116 -0.207 0.153
S -0.310847 -0.626112 3.421732 0.264 -0.027 -0.311
N 1.907555 0.100424 2.032590 0.938 0.248 0.196
N 1.121164 -0.137535 0.977813 0.038 -0.044 -0.724
C 1.619563 -0.023085 -0.231799 0.256 0.022 1.146
C 3.044065 0.287005 -0.467554 0.233 0.182 -0.195
C 3.410164 1.316037 -1.336874 -0.154 -0.067 0.149
C 4.743572 1.575752 -1.607926 0.090 0.056 -0.036
C 5.736941 0.815179 -1.010203 -0.043 0.041 0.012
C 5.384147 -0.194090 -0.124874 0.038 -0.034 -0.006
C 4.052178 -0.454504 0.148863 -0.056 -0.094 -0.128
C 0.681900 -0.257631 -1.307107 -0.930 -0.453 -0.889
C 0.997280 -0.256710 -2.672676 0.391 0.156 0.586
C 0.007230 -0.460780 -3.606552 -0.541 -0.134 -0.069
C -1.300755 -0.681568 -3.183085 0.512 0.107 -0.231
C -1.538392 -0.737703 -1.824812 -0.433 -0.040 0.197
N -0.585487 -0.554285 -0.922529 0.467 -0.042 -0.136
H 1.721976 -0.238986 5.152032 0.004 0.065 0.049
H 3.052884 0.212915 4.175601 -0.024 0.085 0.035
H 2.637175 1.928524 -1.783739 0.003 -0.001 -0.043
H 5.005198 2.378838 -2.285518 0.005 0.000 0.009
H 6.779157 1.012611 -1.226014 0.003 0.004 0.006
H 6.154331 -0.787124 0.352193 -0.008 -0.004 0.006
H 3.783070 -1.246265 0.832862 -0.011 0.007 0.018
H 2.024376 -0.109662 -2.970305 0.006 0.063 -0.065
H 0.240979 -0.460386 -4.663263 0.055 0.027 0.005
H -2.104347 -0.826227 -3.889407 -0.043 -0.026 0.041
H -2.529617 -0.947547 -1.438802 0.072 0.014 0.142
Cl -7.408753 1.710468 0.572312 -0.094 0.152 -0.012
C -5.972890 0.761923 0.767855 -0.059 -0.544 0.089
C -6.082277 -0.610127 0.959114 -0.067 0.539 -0.075
Cl -7.639147 -1.365623 1.004731 -0.109 -0.128 0.013
C -4.917128 -1.370982 1.106875 0.630 0.112 -0.024
Cl -5.011359 -3.088298 1.340589 -0.026 -0.143 0.023
C -3.642353 -0.802281 1.060694 -0.652 0.565 -0.108
O -2.558755 -1.523175 1.184121 0.395 -0.507 0.060
C -3.506757 0.630930 0.843213 -0.434 -0.127 -0.010
O -2.345503 1.142011 0.763177 -0.004 0.306 -0.055
C -4.714845 1.362905 0.722397 0.346 -0.232 0.025
Cl -4.570128 3.074669 0.501501 0.038 0.169 -0.054